No. 1
Density functional theory data (ωB97M-V with the def2-TZVPD basis set) for a structure of composition C46H95N5O16.

```
162
Properties=species:S:1:pos:R:3:forces:R:3
C 11.22081 4.05041 15.94656 -0.6 -0.1 -1.4
C 12.67898 4.30986 15.40655 -1.8 -1.5 0.1
C 13.40455 2.94073 15.46058 -0.1 -0.1 1.9
C 14.69490 2.79618 14.73415 0.2 1.2 -3.5
C 14.29672 3.04885 13.24534 -0.9 -1.5 0.2
C 13.55126 4.36682 12.89368 0.8 -1.3 -0.2
N 12.44614 4.63277 13.87803 -2.1 5.7 -1.3
O 11.54456 5.55538 13.47402 4.5 -5.3 2.7
C 12.96041 4.23824 11.43290 1.5 1.4 0.4
C 14.68035 5.47342 13.07897 -1.2 0.4 -0.3
C 13.47993 5.35399 16.19121 0.0 -0.1 -1.3
H 10.67850 3.59515 15.11786 0.1 -0.4 -0.2
H 10.53387 4.88073 16.11018 0.8 0.6 0.5
H 11.08761 3.30110 16.72686 0.8 0.3 0.3
H 12.66339 2.16918 15.25201 0.3 -0.2 -0.4
H 13.68212 2.81220 16.50677 -0.6 0.1 0.4
H 15.21993 1.84108 14.71900 -0.5 -0.2 0.6
H 15.47275 3.53733 14.91785 -0.2 0.1 0.9
H 13.60229 2.24095 13.01471 -0.2 -0.2 -0.1
H 15.12140 2.83427 12.56567 0.1 0.7 -0.1
H 12.58117 5.21320 11.12678 -0.6 -0.2 0.1
H 12.32189 3.39571 11.16730 -0.3 0.1 0.8
H 13.82379 4.12702 10.77693 0.3 -0.2 0.1
H 15.30519 5.36835 12.19204 -0.1 0.3 0.0
H 15.31854 5.39123 13.95878 -0.2 -0.6 0.0
H 14.23564 6.46342 13.18011 0.0 0.1 -0.6
H 13.22001 6.33455 15.79242 0.1 0.2 0.6
H 14.53588 5.13177 16.03728 0.0 0.4 0.0
H 13.29037 5.22393 17.25669 -0.4 0.2 -0.2
C -3.59738 -3.15345 6.85833 0.5 -0.3 0.8
C -4.48596 -2.94676 8.09635 -1.0 -0.5 -0.4
C -5.27109 -4.23121 8.49265 0.5 0.2 2.0
N -6.13590 -4.06431 9.85077 0.1 0.1 -1.4
C -6.90605 -2.72253 9.78212 0.3 -1.6 0.4
C -5.37449 -4.22464 11.16182 0.5 -1.0 0.2
C -5.81706 -5.62357 11.77103 -0.7 1.0 0.3
C -7.28440 -5.71765 11.31698 1.3 1.0 -1.3
C -7.11957 -5.21984 9.85742 -2.0 -0.1 0.8
H -4.14607 -3.68114 6.07820 0.3 0.1 -0.1
H -2.70068 -3.69519 7.15921 -0.2 -0.5 -0.2
H -3.16376 -2.22137 6.49598 -0.5 0.2 -0.1
H -5.21250 -2.17735 7.83514 0.0 0.1 0.2
H -3.90097 -2.60446 8.94999 0.0 0.0 0.0
H -4.60059 -5.03346 8.80077 0.2 0.0 -0.3
H -5.97220 -4.68264 7.79069 0.0 0.6 -0.3
H -7.30851 -2.67998 8.77004 -0.3 0.2 0.3
H -6.28825 -1.85142 10.00028 0.2 -0.4 0.0
H -7.64473 -2.86323 10.57119 -0.3 0.5 -0.3
H -5.62276 -3.42064 11.85470 -0.3 0.0 -0.2
H -4.32108 -4.07809 10.92315 0.0 -0.4 0.2
H -5.95717 -5.57629 12.85096 1.1 0.1 0.1
H -5.24339 -6.51313 11.51088 0.2 0.4 -0.2
H -7.82065 -4.99339 11.93014 -0.5 -0.3 -0.1
H -7.68835 -6.72915 11.35916 -0.1 0.3 0.1
H -8.05425 -4.82313 9.46109 0.0 -0.2 -0.2
H -6.84885 -6.10811 9.28662 0.7 0.5 -0.4
C 4.23181 6.33376 12.78595 0.4 0.4 0.5
C 3.96208 5.35203 11.70250 -0.7 -0.9 -1.4
C 3.73213 3.82465 11.91104 1.4 0.9 -0.6
N 3.36019 3.16765 10.55998 2.0 -3.2 0.8
C 4.46764 3.47561 9.43831 -1.8 0.3 0.1
C 3.39226 1.56020 10.70142 1.7 0.8 0.1
C 2.53783 1.05186 9.62133 -0.6 -1.1 -1.9
C 1.59550 2.10985 9.22762 -2.4 3.0 0.4
C 1.87879 3.33624 10.14240 1.9 -0.2 0.6
H 5.17584 6.14294 13.29634 -0.2 -0.2 0.5
H 3.37890 6.50057 13.44385 0.3 0.0 0.2
H 4.44513 7.24872 12.23331 -0.3 0.3 0.3
H 4.78847 5.51943 11.01174 0.0 -0.5 -0.2
H 3.07830 5.72054 11.18170 -0.1 0.0 -0.2
H 3.06217 3.59785 12.74041 -0.7 -0.1 -0.6
H 4.67586 3.35848 12.19420 0.1 -0.1 -0.1
H 4.27634 2.78332 8.61841 -0.6 0.4 -0.1
H 5.52884 3.29296 9.60736 -0.3 -0.1 1.5
H 4.34864 4.52986 9.18834 -0.1 -0.3 -0.4
H 4.31096 1.08880 10.35230 1.0 1.0 1.1
H 3.20087 1.26689 11.73363 -0.4 0.3 -0.2
H 3.08218 0.85365 8.69803 0.6 -0.4 0.3
H 2.02030 0.12270 9.85994 0.1 0.1 0.2
H 1.59455 2.59530 8.25168 0.4 -1.1 -0.5
H 0.60022 1.70216 9.40457 -0.3 0.7 -0.1
H 1.94909 4.34974 9.74743 -1.2 -0.2 -0.4
H 1.35436 3.25206 11.09423 -0.1 0.4 -0.1
C -6.40227 4.51159 6.37995 -0.6 0.2 -0.2
C -7.69668 4.09451 5.65807 0.3 -0.7 -1.0
C -8.17509 5.16755 4.64772 -1.7 -0.2 0.3
N -9.70594 4.96355 4.09866 0.4 -1.5 -0.1
C -9.87802 5.81726 2.80346 0.5 -0.7 1.6
C -10.74976 5.31203 5.19061 -0.3 -0.4 -1.0
C -11.97686 4.33178 4.99600 0.8 2.2 -0.2
C -11.26055 3.05874 4.67015 0.7 -1.1 0.6
C -10.06930 3.39520 3.78240 0.4 1.2 0.3
H -5.61501 4.74852 5.66429 0.0 0.0 0.0
H -6.04293 3.70023 7.01292 -0.1 0.1 0.0
H -6.60446 5.39549 6.98488 0.2 0.0 0.1
H -8.45523 3.70490 6.33697 -0.4 0.9 0.4
H -7.49067 3.14934 5.15577 0.3 0.1 -0.6
H -7.55560 5.34572 3.76875 0.0 -0.8 -0.1
H -8.17258 6.14930 5.12128 -0.5 0.0 0.2
H -10.94115 5.92052 2.58621 0.2 0.0 0.0
H -9.32845 5.31293 2.00864 -0.2 0.0 0.1
H -9.39682 6.77037 3.02283 -0.3 0.1 -0.1
H -10.92945 6.38351 5.10266 -0.2 -0.1 0.1
H -10.36787 5.07984 6.18477 0.5 0.1 -0.3
H -12.66308 4.65837 4.21463 0.2 0.1 -0.2
H -12.54035 4.42267 5.92461 0.0 -0.7 0.0
H -11.82977 2.26351 4.18881 -0.3 0.2 0.0
H -10.87172 2.61612 5.58720 -0.1 0.0 0.2
H -10.34365 3.20964 2.74395 0.3 0.9 -0.2
H -9.17184 2.80957 3.98170 -0.2 0.2 0.1
C 3.71145 -2.46394 17.18877 -0.5 1.2 1.5
C 3.66502 -1.48499 18.47574 1.0 -1.9 -0.7
C 3.92851 -0.06712 18.09612 -0.2 -0.3 1.4
N 3.34117 0.90450 19.25839 1.3 -0.6 -2.4
C 3.82629 0.58874 20.68142 1.5 0.5 -1.7
C 1.84924 0.82165 19.19358 -0.1 -0.7 -1.2
C 1.33315 2.19336 19.44140 -0.6 1.9 0.7
C 2.55716 3.17229 19.46336 0.8 -1.1 0.3
C 3.67019 2.33239 18.78049 -0.8 0.5 0.5
H 4.41586 -2.10199 16.43983 -0.2 0.4 -0.1
H 2.68507 -2.48922 16.82273 0.3 -0.4 -0.5
H 4.11403 -3.44323 17.44769 -0.5 0.0 0.2
H 4.54025 -1.79557 19.04638 -0.3 -0.1 0.6
H 2.78714 -1.55729 19.11776 -0.1 -0.6 -0.4
H 3.47633 0.16411 17.13167 -0.2 0.7 0.4
H 5.01707 -0.08386 18.04258 0.0 1.4 0.0
H 4.90998 0.51293 20.59208 0.1 -0.4 -0.1
H 3.43169 -0.37308 21.00899 -0.3 0.5 0.2
H 3.75886 1.47796 21.30817 -1.0 -0.3 0.1
H 1.47620 -0.04738 19.73555 0.1 0.5 0.5
H 1.50658 0.64964 18.17324 0.8 -0.6 -0.2
H 0.73008 2.24662 20.34780 0.1 0.3 0.0
H 0.69141 2.45592 18.60036 -0.1 0.1 0.2
H 2.89848 3.34103 20.48469 -0.3 0.2 0.1
H 2.42492 4.14524 18.99012 -0.2 -0.3 0.0
H 4.70733 2.61879 18.95482 -0.1 -0.3 0.7
H 3.58883 2.44028 17.69889 -0.4 -0.8 -0.1
O 11.15777 -1.66762 11.10228 2.2 0.1 0.3
C 9.90425 -1.29627 11.32339 -1.1 4.3 2.6
O 9.10292 -1.99185 10.76973 -3.6 -3.6 -2.6
O 9.59905 -0.31003 11.99432 0.8 1.8 1.5
H 10.68584 -2.34374 10.61061 1.7 -2.3 -1.6
O -3.58794 0.98282 13.30898 -4.7 0.7 -2.4
C -2.52162 1.01043 13.99493 6.2 0.2 2.7
O -1.78650 0.04997 13.97131 1.2 -3.9 -0.3
O -2.16591 2.06805 14.56408 -1.3 2.0 0.5
H -3.73577 1.92266 13.43724 -1.4 0.8 -0.5
O 3.59080 11.10031 7.51143 -1.4 4.5 2.1
C 4.32916 10.06219 7.33464 6.5 -1.0 -1.0
O 3.67869 9.17408 6.81989 -2.7 -5.1 -1.7
O 5.52095 10.03136 7.56803 2.3 0.5 1.0
H 2.99140 10.35131 7.47515 -4.7 0.9 -0.2
O 3.58353 -0.68980 2.83863 -1.4 8.4 0.4
C 3.96268 -1.74767 2.30532 3.8 -4.0 -7.6
O 3.82036 -2.67805 3.11455 -0.1 -4.8 2.5
O 4.32979 -1.86293 1.15956 1.1 0.2 -2.7
H 3.38850 -1.47799 3.35080 -3.6 0.1 7.5
O 7.54051 10.78900 18.18204 -4.0 -1.2 0.7
C 8.68289 11.28366 17.90057 6.6 1.9 -0.7
O 8.78031 12.55078 17.69923 -0.6 -1.9 0.2
O 9.66312 10.46164 17.91659 -1.2 0.9 -0.2
H 7.00216 11.58006 18.10461 -0.8 0.2 0.1
```
Positions in Å, forces in eV/Å.

Computed properties:
ΔE to the lowest compared entry with this formula, charge and spin = 670.7 kJ/mol
Max |F| = 9.432 eV/Å
HOMO energy = -4.84 eV
LUMO = -3.755 eV
E = -89427.0354 eV

These are the Löwdin partial charges, in e, on atoms 1 to 5:
1. C -0.02
2. C -0.39
3. C -0.16
4. C -0.16
5. C -0.14

No. 2
Density functional theory data (ωB97M-V with the def2-TZVPD basis set) for a cluster of 7 separate species, C48H63F12N9O10S4 in total.

```
146
Properties=species:S:1:pos:R:3:forces:R:3
C -0.44886 -0.51062 0.33372 -2.1 -0.3 1.1
C 0.29862 0.60044 -0.33994 0.6 -0.7 -1.6
C 1.80035 0.15046 -0.18060 0.7 0.7 0.1
O -0.09030 0.87270 -1.65300 0.8 0.1 0.5
H -0.53091 -0.36393 1.41069 1.1 -0.3 0.5
H -0.20796 -1.54885 0.10537 0.4 0.1 -0.1
H -1.53251 -0.45224 0.23176 -0.2 0.3 -1.0
H 0.13480 1.48173 0.28022 0.2 0.6 0.5
H 2.57773 0.89438 -0.35484 -0.1 0.8 -0.5
H 2.09833 -0.66991 -0.83351 -0.5 -0.3 -0.2
H 2.08906 -0.15773 0.82426 -0.6 -0.3 0.4
C 7.32964 -2.86541 4.65690 1.0 -1.0 0.1
N 6.43119 -1.82624 4.22126 -1.9 0.2 -1.4
C 5.47596 -2.03420 3.23991 0.3 0.9 1.3
C 4.57543 -1.02071 2.93846 1.2 -0.3 -0.5
C 4.73714 0.25299 3.48133 -0.1 0.2 0.9
C 5.81863 0.44622 4.36573 0.1 0.3 0.0
C 6.63012 -0.59792 4.71925 -0.8 -1.3 0.2
C 3.72099 1.30701 3.15251 0.3 1.2 -0.7
C 4.16810 2.53719 2.68582 -0.9 1.7 0.3
C 3.22592 3.55392 2.28011 2.2 -1.8 0.1
N 1.94422 3.28445 2.33553 -3.0 -1.3 0.1
C 1.43646 2.11919 2.83889 2.0 -0.8 -0.3
C 2.34191 1.12490 3.17179 -0.4 -0.9 0.3
C 0.88579 4.14223 1.74062 1.0 1.3 0.4
H 8.18418 -2.75616 3.98913 0.2 -0.6 0.2
H 6.89928 -3.86682 4.66496 -0.2 0.2 -0.6
H 7.64952 -2.74070 5.69142 -0.1 0.5 -0.1
H 5.41439 -2.99414 2.74887 0.2 -0.1 0.3
H 3.89358 -1.17066 2.11445 -0.4 -0.2 0.2
H 6.16824 1.31865 4.89776 -0.9 0.8 -0.3
H 7.33371 -0.60302 5.53861 0.3 0.6 -0.2
H 5.23065 2.72621 2.72645 0.0 0.4 -0.4
H 3.48527 4.47791 1.78475 0.3 0.1 0.3
H 0.38201 1.88585 2.82956 -0.2 0.4 0.2
H 1.96198 0.13722 3.38754 -0.5 0.1 0.5
H 0.56410 4.84102 2.51282 -0.4 -0.3 0.1
H 0.06808 3.55120 1.32815 0.3 0.0 0.1
H 1.38194 4.78019 1.00922 -0.2 -0.2 -0.3
C 1.61557 3.82021 -2.86985 0.8 0.1 0.0
N 0.54374 4.69052 -2.31901 -1.2 -1.3 -1.6
C -0.73220 4.19325 -2.44173 -0.6 2.7 1.8
C -1.79808 5.08744 -2.14155 1.0 0.8 0.0
C -1.57946 6.49889 -1.85224 2.3 -3.8 0.5
C -0.20962 6.85241 -1.72814 -1.1 0.6 -0.2
C 0.80922 5.96007 -1.98455 -0.2 -0.7 -0.3
C -2.65120 7.35782 -1.37050 0.0 1.7 -0.6
C -3.66437 7.73512 -2.20646 -2.4 -0.2 -1.0
C -4.77247 8.47052 -1.73222 1.3 -0.9 0.0
N -4.70206 8.93439 -0.50465 -0.7 1.3 1.9
C -3.58629 8.85210 0.27310 -0.9 -0.1 -0.9
C -2.56397 8.06341 -0.17633 0.6 -0.4 1.3
C -5.89172 9.69652 -0.01895 -1.2 0.8 -0.1
H 1.36924 3.52470 -3.88971 -0.5 -0.3 0.3
H 1.80342 2.97823 -2.20360 -0.4 -0.2 -0.2
H 2.54552 4.36856 -3.02018 -0.1 0.4 0.5
H -0.88510 3.12863 -2.53974 0.3 -0.4 -0.2
H -2.78289 4.65783 -2.03206 -0.2 0.1 -0.3
H -0.00766 7.88016 -1.46481 0.4 0.0 0.0
H 1.88061 6.09590 -1.99394 -0.1 1.0 0.3
H -3.72259 7.39321 -3.22925 0.1 -0.2 -0.1
H -5.72763 8.66259 -2.19824 0.3 -0.2 -0.7
H -3.63411 9.44361 1.17544 0.3 -0.3 0.2
H -1.70321 7.92525 0.46116 0.1 0.1 0.1
H -5.95552 10.04125 1.01313 1.2 -0.3 0.1
H -6.83281 9.15209 -0.09662 0.4 -0.7 -0.4
H -6.02840 10.58054 -0.64180 0.3 0.0 -0.1
C 4.12241 -8.74433 0.08436 0.2 0.8 -0.7
N 3.98604 -7.44304 -0.67008 0.4 0.9 -0.8
C 3.25368 -6.44860 -0.14010 0.7 1.7 -1.4
C 3.28706 -5.11640 -0.74536 -1.8 -2.8 2.3
C 3.85641 -4.91506 -1.95465 1.2 -0.3 -0.7
C 4.73662 -5.89648 -2.42624 -0.2 -2.9 1.4
C 4.74949 -7.19410 -1.78395 0.0 2.7 -0.3
C 3.64143 -3.64100 -2.66733 -0.7 -0.2 -0.1
C 2.30977 -3.16603 -2.88441 1.3 -1.0 0.6
C 2.14539 -1.94072 -3.42710 -0.5 0.6 0.8
N 3.22095 -1.21314 -3.72862 0.5 -0.7 -1.7
C 4.46415 -1.68248 -3.65058 0.8 -0.6 0.3
C 4.75693 -2.93279 -3.08748 -1.2 1.5 0.0
C 3.09803 0.06750 -4.40330 -0.9 1.1 0.1
H 3.70419 -8.56617 1.07504 0.0 -0.4 -0.2
H 5.20292 -8.87995 0.13144 -0.2 -0.5 0.2
H 3.62496 -9.52827 -0.48668 0.0 0.0 0.3
H 2.66617 -6.77047 0.70703 -0.1 0.6 0.2
H 2.75359 -4.30789 -0.26774 -0.4 -0.2 0.1
H 5.46742 -5.73215 -3.20428 -0.3 -0.1 -0.4
H 5.45507 -7.93252 -2.13507 -0.2 -0.3 0.2
H 1.40908 -3.68349 -2.58880 0.1 -0.5 0.1
H 1.18162 -1.45336 -3.43325 -0.1 0.1 -0.4
H 5.15097 -0.96446 -4.07381 0.6 -0.4 0.3
H 5.75353 -3.25321 -2.82192 0.1 0.1 -0.5
H 2.13834 0.16480 -4.91088 -0.1 -0.2 0.4
H 3.83391 0.20674 -5.19526 0.3 -0.1 0.4
H 3.15751 0.78181 -3.58213 0.1 0.5 -0.5
C -3.60115 0.55660 -2.31561 1.0 -0.1 -0.6
N -3.74075 -0.94997 -2.36107 -0.3 0.1 -0.8
C -4.12360 -1.43054 -0.98104 0.2 -1.1 -0.9
C -4.95655 -1.31094 -3.25349 1.2 -0.1 0.7
C -2.51639 -1.79889 -2.84850 -0.3 0.7 0.3
C -1.71999 -1.30989 -4.07101 -0.1 0.6 -0.7
O -2.51308 -1.17633 -5.27956 -0.1 0.0 1.1
H -4.36462 1.00460 -1.67959 -0.3 -0.4 -0.3
H -3.61417 0.94708 -3.33319 -0.5 -0.1 -0.1
H -2.64035 0.90183 -1.93380 0.3 -0.7 0.4
H -4.30832 -2.49966 -1.08574 -0.7 0.2 -0.2
H -5.03544 -0.87713 -0.75658 0.3 -0.2 0.7
H -3.29050 -1.47715 -0.27971 -0.1 1.2 0.1
H -5.79968 -0.70998 -2.91277 0.0 -0.2 -0.1
H -5.05162 -2.37460 -3.03513 -0.6 0.1 -0.4
H -4.69718 -1.14012 -4.29831 0.0 0.1 0.2
H -2.85619 -2.82022 -3.02035 -0.5 0.2 -0.1
H -1.96819 -1.87698 -1.90963 0.9 0.2 -0.6
H -0.92717 -1.99965 -4.36045 0.0 -0.8 0.8
H -1.17851 -0.37462 -3.92896 -0.3 0.4 0.7
H -1.90459 -0.81924 -5.93058 -0.2 0.0 -0.3
C -2.72225 2.17006 7.30290 0.5 0.6 -1.5
F -3.62106 1.48190 7.91313 -0.9 -0.5 1.1
F -3.26752 2.58528 6.12990 0.8 0.2 0.9
F -2.34985 3.25601 8.02625 -0.2 -1.1 -0.7
S -1.20901 1.04196 7.05184 1.0 -1.1 1.1
O -0.26901 1.80446 6.22653 -1.1 -0.7 0.1
O -0.77251 0.79357 8.41504 -0.8 -0.2 -1.6
N -1.77705 -0.48479 6.32421 1.2 3.3 3.8
S -1.69971 -0.25950 4.82953 -5.1 0.5 -2.5
O -2.62248 0.78139 4.30216 1.9 -1.3 0.2
O -0.40259 -0.29537 4.27029 2.9 -0.1 -1.9
C -2.58802 -1.85454 4.26156 -1.2 2.0 4.1
F -3.91880 -1.73259 4.60555 1.4 -0.6 0.6
F -2.63013 -1.87398 2.99959 1.1 -0.9 -3.6
F -2.01818 -2.92517 4.84556 -0.6 0.3 -0.9
C -2.85249 -4.52717 0.57475 0.0 -2.0 1.3
F -3.97963 -3.89381 0.61599 -0.6 1.9 0.1
F -1.78347 -3.80504 0.97271 -0.5 0.4 -0.3
F -3.00147 -5.51279 1.49436 0.9 0.4 -1.2
S -2.55769 -5.12814 -1.18429 -0.6 -1.4 -0.4
O -1.41896 -4.40723 -1.70222 0.1 0.7 0.0
O -2.37690 -6.54877 -0.96384 -0.1 1.3 -0.8
N -3.93825 -4.62051 -2.07717 3.4 -1.1 1.2
S -4.97879 -5.78171 -1.83240 -6.9 -2.7 2.5
O -5.29501 -6.83257 -2.80493 1.7 2.0 0.7
O -5.07993 -6.21892 -0.39980 1.0 1.2 -2.9
C -6.67569 -4.69231 -1.88361 1.8 0.1 -0.4
F -7.68488 -5.38524 -1.43864 -0.2 -0.5 -0.2
F -6.52429 -3.62617 -1.09350 0.4 0.5 1.0
F -6.96697 -4.13961 -3.07743 0.0 -0.7 -0.4
```
Positions in Å, forces in eV/Å.

Computed properties:
Max |F| = 7.786 eV/Å
HOMO energy = -14.34 eV
LUMO = -10.339 eV
E = -160586.7014 eV
Charge = +4

These are the Löwdin partial charges, in e, on atoms 1 to 5:
1. C -0.08
2. C -0.62
3. C -0.08
4. O -0.32
5. H 0.07

Which value of HOMO energy does entry 2 give? -14.34 eV

LUMO of number 2 (C48H63F12N9O10S4)? -10.339 eV

What is the LUMO in the second record? -10.339 eV

The lowest max |F| belongs to which entry? C48H63F12N9O10S4